(1)
# C2H2N4

A 2-piece molecular cluster, C2H2N4 overall (ωB97M-V/def2-TZVPD, the Open Molecules 2025 dataset).

Properties
- Kohn-Sham gap (eV) = 9.15
- net charge = 0

Geometry (Å):
C: -1.1555 0.1856 -0.0474
C: 1.0707 0.4824 0.3886
N: -1.3078 -0.3296 -1.3200
N: -1.2803 -1.1783 -0.3649
N: 1.6751 -0.8702 0.5806
N: 1.6889 -0.3682 -0.5464
H: -2.0063 0.6224 0.5326
H: 1.3152 1.4558 0.7768



(2)
# C2H2N4O

A single C2H2N4O molecule (ωB97M-V/def2-TZVPD, the Open Molecules 2025 dataset).

Properties
- Kohn-Sham gap (eV) = 9.79
- SMILES = Oc1cnnnn1
- net charge = 0

Geometry (Å):
O: -1.9803 0.0415 0.1724
C: -0.5421 -0.0299 -0.0074
C: 0.1615 0.9900 -0.0897
N: 1.5375 0.9626 -0.0641
N: 1.9680 -0.2749 0.2591
N: 1.1610 -1.3417 0.0103
N: -0.0849 -1.2182 -0.2166
H: -1.9709 -1.1537 0.0932
H: -0.2499 2.0242 -0.1573



(3)
# C2H2N4O2

A single C2H2N4O2 molecule (ωB97M-V/def2-TZVPD, the Open Molecules 2025 dataset).

Properties
- Kohn-Sham gap (eV) = 10.80
- SMILES = O=C(O)n1cnnn1
- net charge = 0

Geometry (Å):
O: -1.9760 1.1399 0.1028
C: -1.3673 0.0723 -0.0295
O: -1.8917 -1.1315 -0.1505
N: 0.0397 0.0180 0.0054
C: 0.9753 1.0448 -0.0371
N: 2.1474 0.5444 -0.0565
N: 1.9677 -0.7713 0.0019
N: 0.7051 -1.1693 0.1180
H: -1.2507 -1.7956 0.2458
H: 0.6504 2.0483 -0.2003



(4)
# C2H2N4O2

A single C2H2N4O2 molecule (ωB97M-V/def2-TZVPD, the Open Molecules 2025 dataset).

Properties
- Kohn-Sham gap (eV) = 9.31
- SMILES = O=Cn1nnc(=O)[nH]1
- net charge = 0

Geometry (Å):
O: 1.7782 -1.6379 -1.5008
C: 0.5903 -1.2797 -1.4633
N: -0.0261 -0.4531 -0.5613
N: -1.1207 0.2892 -0.7988
N: -1.3964 1.1529 0.1705
C: -0.3756 0.9010 1.1949
O: -0.3219 1.2045 2.3726
N: 0.5609 0.1193 0.5675
H: -0.1691 -1.5712 -2.1874
H: 1.1067 -0.4479 1.1778



(5)
# C2H2N4O2

A single C2H2N4O2 molecule (ωB97M-V/def2-TZVPD, the Open Molecules 2025 dataset).

Properties
- Kohn-Sham gap (eV) = 9.50
- SMILES = [H]/N=c1\nn[nH]oc1=O
- net charge = 0

Geometry (Å):
H: 1.3170 2.5074 0.0953
N: 1.5578 1.5161 0.2270
C: 0.5623 0.7707 0.0173
N: -0.6979 1.3223 -0.3059
N: -1.7648 0.6512 -0.0843
N: -1.6637 -0.6108 0.3517
O: -0.4275 -1.3831 -0.0682
C: 0.7563 -0.7402 -0.0114
O: 1.8206 -1.3231 -0.1022
H: -2.3930 -1.1931 -0.0866



(6)
# C2H2N4O2

A single C2H2N4O2 molecule (ωB97M-V/def2-TZVPD, the Open Molecules 2025 dataset).

Properties
- Kohn-Sham gap (eV) = 9.23
- SMILES = [H]/N=c1\[nH]c(=O)nno1
- net charge = 0

Geometry (Å):
H: -2.2695 -1.2857 -0.3004
N: -2.2477 -0.2689 -0.3335
C: -0.9774 0.0383 0.0968
N: 0.2492 -0.7697 0.6368
C: 1.5259 -0.1484 -0.0145
O: 2.5797 -0.5721 -0.4904
N: 1.5963 1.4048 0.0683
N: 0.4086 1.9560 0.2262
O: -0.7970 1.3821 -0.3100
H: -0.0679 -1.7366 0.4207



(7)
# C2H2N5O2

An isolated ion of composition C2H2N5O2 and charge -1 (ωB97M-V/def2-TZVPD, the Open Molecules 2025 dataset).

Properties
- Kohn-Sham gap (alpha / beta) (eV) = 5.05 / 6.68
- net charge = -1
- spin multiplicity = 3

Geometry (Å):
C: -0.1264 1.3360 -0.1162
C: 1.6292 0.0350 -0.3895
N: 0.9519 2.0762 -0.3195
N: 2.0305 1.2648 -0.4509
N: -0.3152 -1.2446 -0.1400
N: 0.1927 0.0187 -0.1594
N: -1.4463 -1.4180 0.5086
O: -2.0086 -0.4672 1.1105
O: -1.9650 -2.5662 0.4429
H: -1.1597 1.7678 0.0720
H: 2.2169 -0.8025 -0.5586



(8)
# C2H2N5O8

A 2-piece molecular cluster, C2H2N5O8 overall (ωB97M-V/def2-TZVPD, the Open Molecules 2025 dataset).

Properties
- Kohn-Sham gap (eV) = 7.50
- net charge = -1

Geometry (Å):
C: 0.8585 0.7935 -0.4563
C: -0.4118 0.3498 1.5082
N: 0.4510 -0.1136 -1.4059
N: -0.6182 1.3986 2.3246
N: -0.6281 -0.9732 1.5681
N: 1.1315 -1.3936 -1.4689
N: -0.7314 0.1200 -2.1227
O: -0.8859 -0.5260 -3.1246
O: -0.1989 2.5095 1.9852
O: -1.2248 1.1953 3.3819
O: -0.1836 -1.6615 0.6219
O: -1.2503 -1.4655 2.5072
O: 2.2351 -1.3699 -1.0187
O: 0.5750 -2.2765 -2.0259
O: -1.4263 1.0083 -1.7110
H: 1.8115 0.6054 -0.0040
H: 0.4966 1.7994 -0.5591



(9)
# C2H2N6

C2H2N6 as an isolated structure (ωB97M-V/def2-TZVPD, the Open Molecules 2025 dataset).

Properties
- Kohn-Sham gap (eV) = 8.87
- net charge = 0

Geometry (Å):
C: -0.9771 -0.0521 -0.1024
C: 0.3563 1.4844 0.0281
H: -2.5906 -0.0856 1.0406
H: 1.0965 2.3522 -0.3317
N: -1.7427 -0.7837 0.7313
N: -0.6702 1.2484 -0.7230
N: 0.9439 0.4846 0.9921
N: 1.2292 -0.6542 0.6645
N: 1.0554 -1.0740 -0.6574
N: -0.0700 -0.7726 -1.0450



(10)
# C2H2NO2

A 2-piece molecular cluster, C2H2NO2 overall (ωB97M-V/def2-TZVPD, the Open Molecules 2025 dataset).

Properties
- Kohn-Sham gap (eV) = 9.00
- net charge = -1

Geometry (Å):
C: -1.8970 1.5466 1.6850
C: 0.7445 -0.7989 -0.9841
N: -0.9155 1.0880 1.3801
O: 1.1423 -0.5828 0.1366
O: 1.0887 -1.6302 -1.8363
H: -0.0143 -0.0806 -1.3895
H: -0.1487 0.4579 1.0082



(11)
# C2H2NO2

An isolated ion of composition C2H2NO2 and charge -1 (ωB97M-V/def2-TZVPD, the Open Molecules 2025 dataset).

Properties
- Kohn-Sham gap (eV) = 7.24
- SMILES = O=C1CN1[O-]
- net charge = -1

Geometry (Å):
O: 1.3168 -1.2984 0.0332
C: 0.7701 -0.1964 -0.1689
C: -0.6374 -0.2974 0.0910
N: 0.3309 0.9726 -0.0006
O: 0.4823 2.2543 -0.2920
H: -0.9553 -0.6775 1.0601
H: -1.3074 -0.7572 -0.7229



(12)
# C2H2NO2P

A 2-piece molecular cluster, C2H2NO2P overall (ωB97M-V/def2-TZVPD, the Open Molecules 2025 dataset).

Properties
- Kohn-Sham gap (alpha / beta) (eV) = 9.84 / 7.95
- net charge = 0
- spin multiplicity = 3

Geometry (Å):
C: 0.1922 0.9438 -0.0832
C: -0.0885 -0.3441 0.2031
N: 2.1918 0.0918 0.1566
O: 1.4802 1.2127 -0.1526
O: -2.6363 -0.9533 0.1287
P: 1.3958 -1.2655 0.4420
H: -0.5303 1.7510 -0.1574
H: -2.0049 -1.4364 -0.5372



(13)
# C2H2NO2S

An isolated ion of composition C2H2NO2S and charge -1 (ωB97M-V/def2-TZVPD, the Open Molecules 2025 dataset).

Properties
- Kohn-Sham gap (alpha / beta) (eV) = 7.40 / 7.40
- SMILES = C=NC#S(=O)[O-]
- net charge = -1

Geometry (Å):
C: -0.4544 0.7096 -2.0883
N: 0.2087 0.2944 -0.6118
C: 0.6271 -0.0479 0.4949
S: -0.2758 -1.1063 1.8509
O: -0.7416 -0.0366 2.7491
O: 0.7968 -1.9299 2.4321
H: 0.2855 0.3187 -2.7872
H: -0.4463 1.7980 -2.0399



(14)
# C2H2NO2S

A 2-piece molecular cluster, C2H2NO2S overall (ωB97M-V/def2-TZVPD, the Open Molecules 2025 dataset).

Properties
- Kohn-Sham gap (eV) = 7.49
- net charge = -1

Geometry (Å):
C: 0.5427 -1.2406 -0.4871
C: -1.5616 1.6871 0.9599
N: -2.4277 1.8907 1.6771
O: -0.5384 -0.9416 -0.0386
O: 1.4371 -0.4935 -1.0292
S: 1.0902 1.1964 -1.1679
H: 0.9208 -2.2963 -0.4748
H: -0.7414 1.4703 0.3104



(15)
# C2H2NO2S

An isolated ion of composition C2H2NO2S and charge -1 (ωB97M-V/def2-TZVPD, the Open Molecules 2025 dataset).

Properties
- Kohn-Sham gap (alpha / beta) (eV) = 7.63 / 7.63
- net charge = -1

Geometry (Å):
C: 1.2324 -0.2781 -0.6764
C: 0.0209 -0.6778 -0.4361
N: 1.1637 -0.6531 0.6525
O: -1.2938 1.6168 -0.2263
O: -2.5059 -0.3631 0.4160
S: -1.2179 0.3103 0.4919
H: 2.0960 -0.1624 -1.4916
H: 0.5045 0.2074 1.2699



(16)
# C2H2NO2S2

An isolated ion of composition C2H2NO2S2 and charge -1 (ωB97M-V/def2-TZVPD, the Open Molecules 2025 dataset).

Properties
- Kohn-Sham gap (alpha / beta) (eV) = 5.00 / 6.75
- net charge = -1
- spin multiplicity = 3

Geometry (Å):
C: 1.5613 0.3945 2.0237
C: -1.5671 0.2561 -1.6227
N: -0.8734 -0.3786 -0.7105
O: 2.2364 1.1452 1.4434
O: 0.8506 0.2544 2.9813
S: 1.1491 -1.4774 0.9074
S: 0.6108 -0.9424 -0.9048
H: -2.5946 0.5805 -1.3453
H: -1.3731 0.1677 -2.7724



(17)
# C2H2NO3

A 2-piece molecular cluster, C2H2NO3 overall (ωB97M-V/def2-TZVPD, the Open Molecules 2025 dataset).

Properties
- Kohn-Sham gap (alpha / beta) (eV) = 7.59 / 7.43
- net charge = -1

Geometry (Å):
C: -1.6294 0.1865 -0.4910
C: 1.4281 0.3422 0.0450
N: 0.2186 -0.7998 0.2968
O: 1.8316 0.8063 1.0837
O: 0.4915 -1.9443 0.1805
O: 1.5647 0.4939 -1.1417
H: -2.3067 -0.2444 0.1702
H: -1.5984 1.1596 -0.1436



(18)
# C2H2NO3

A 2-piece molecular cluster, C2H2NO3 overall (ωB97M-V/def2-TZVPD, the Open Molecules 2025 dataset).

Properties
- Kohn-Sham gap (eV) = 7.15
- net charge = -1

Geometry (Å):
C: -0.9717 1.4203 2.3883
C: 0.7533 -0.2350 -0.9615
N: -0.1566 0.4544 2.1389
O: -1.9592 1.8038 2.9858
O: -0.0238 1.8617 1.5143
O: 0.4096 -0.4025 -2.1050
H: 0.8311 0.7670 -0.3390
H: 1.2749 -1.1371 -0.4174



(19)
# C2H2NO3S

An isolated ion of composition C2H2NO3S and charge -1 (ωB97M-V/def2-TZVPD, the Open Molecules 2025 dataset).

Properties
- Kohn-Sham gap (eV) = 9.33
- SMILES = O=S(=O)([O-])C1=NC1
- net charge = -1

Geometry (Å):
O: -0.4788 0.2103 2.5595
S: 0.4896 0.3373 1.4768
O: 0.7327 1.6387 0.9429
O: 1.6239 -0.4861 1.5742
C: -0.4324 -0.5521 -0.1557
N: -1.4233 -0.9363 -0.8545
C: -0.3750 -0.2241 -1.5561
H: -0.4105 0.7868 -1.8740
H: 0.2739 -0.7745 -2.1130



(20)
# C2H2NO3S

An isolated ion of composition C2H2NO3S and charge -1 (ωB97M-V/def2-TZVPD, the Open Molecules 2025 dataset).

Properties
- Kohn-Sham gap (eV) = 8.54
- net charge = -1

Geometry (Å):
C: -1.2083 1.4922 0.2098
C: 1.6863 -0.9219 0.0727
N: -1.7919 0.3414 -0.0616
O: 2.7525 -1.3507 -0.2952
O: 0.8039 -1.3235 0.8094
O: 1.3587 0.3860 -0.5901
S: 0.4541 1.6323 0.0266
H: -2.7906 0.2570 0.0564
H: -1.2647 -0.5127 -0.2280